1.
{"formula": "C2H6N2S", "method": "ωB97M-V/def2-TZVPD", "mol_weight_g_mol": 90.151, "smiles": "C/N=C/NS", "charge": 0, "e_above_lowest_kcal_mol": 27.9, "fmax_ev_per_a": 2.3, "total_energy_ev": -15985.5884, "elements": ["C", "N", "C", "N", "S", "H", "H", "H", "H", "H", "H"], "xyz": [[-1.7450, -0.4940, 0.0539], [-0.3246, -0.3806, 0.1222], [0.2818, 0.6922, 0.1201], [1.6553, 0.7826, 0.0895], [2.7185, -0.5474, 0.1198], [-2.2232, 0.4218, -0.1963], [-2.1117, -0.8842, 1.0093], [-1.9952, -1.2749, -0.6352], [-0.2251, 1.6283, 0.1932], [2.0392, 1.5334, -0.4295], [1.9300, -1.4774, -0.4471]], "forces_ev_per_a": [[0.4, -0.6, 1.2], [0.2, -2.3, -0.3], [0.5, 0.5, 0.1], [0.3, -0.3, 0.5], [-0.1, -0.2, 0.3], [-0.7, 0.9, -0.2], [-0.1, 0.3, 0.0], [-0.2, -0.2, -0.7], [-0.3, 1.1, -0.3], [0.1, 0.8, -0.4], [-0.1, 0.2, -0.2]]}


2.
{"formula": "C2H6N2S", "method": "ωB97M-V/def2-TZVPD", "mol_weight_g_mol": 90.151, "smiles": "[H]/N=C(\\C)NS", "charge": 0, "e_above_lowest_kcal_mol": 17.8, "fmax_ev_per_a": 2.4, "total_energy_ev": -15986.0286, "elements": ["H", "N", "C", "C", "N", "S", "H", "H", "H", "H", "H"], "xyz": [[-2.3147, -0.7997, -0.5172], [-1.4655, -1.2167, -0.2536], [-0.4778, -0.4408, -0.0987], [-0.5528, 1.0792, -0.0646], [0.8047, -0.9785, 0.1266], [2.2890, -0.2796, -0.3025], [-1.6422, 1.3744, -0.0314], [-0.1239, 1.5144, 0.8022], [-0.1229, 1.5185, -0.9855], [0.7848, -1.9248, 0.4692], [2.8213, 0.1534, 0.8555]], "forces_ev_per_a": [[-1.1, 1.0, 0.1], [1.9, -1.4, 0.1], [0.1, 1.1, 0.1], [-1.8, -0.1, -1.6], [-0.2, 0.2, 0.5], [-0.5, -0.3, -0.3], [1.1, -0.4, -0.2], [0.8, 0.2, 0.7], [0.0, -0.1, 0.6], [0.2, -0.2, -0.4], [-0.4, 0.0, 0.3]]}